# 1
12 unconnected molecules or ions with the total composition C48H60F36O24 in a non-equilibrium geometry. Source: the OMol25 dataset; level of theory: ωB97M-V with the def2-TZVPD basis set.

Cartesian coordinates (Å):
C: -0.7679 -1.4921 0.7657
C: 0.5540 -0.6202 0.7016
O: 0.3291 0.5765 -0.0789
C: 0.3496 0.4864 -1.4777
O: 0.4718 -0.6021 -2.0821
C: 0.4659 1.8814 -2.1181
F: 1.5686 1.7757 -2.8795
F: -0.6166 2.0957 -2.9333
F: 0.5801 2.8796 -1.2378
H: -1.3288 -1.6568 -0.1544
H: -1.4916 -0.8932 1.3187
H: -0.7001 -2.4295 1.3178
H: 1.3720 -1.1567 0.2209
H: 0.9825 -0.3848 1.6757
C: -5.8353 6.1946 -2.5410
C: -4.9849 6.7790 -1.3570
O: -4.3126 5.6319 -0.7035
C: -3.0141 5.6531 -0.4174
O: -2.3291 6.5744 -0.7759
C: -2.5322 4.4077 0.3501
F: -3.5813 3.8420 0.9858
F: -2.0196 3.6067 -0.5487
F: -1.6175 4.7508 1.2911
H: -6.3821 6.9390 -3.1198
H: -6.6808 5.6161 -2.1688
H: -5.2696 5.5671 -3.2297
H: -5.5389 7.3822 -0.6377
H: -4.3914 7.6063 -1.7462
C: 6.4469 -4.0325 0.0295
C: 5.2286 -3.1409 0.0625
O: 5.1330 -2.4253 1.3655
C: 4.2024 -1.4356 1.5220
O: 3.6671 -0.8259 0.5572
C: 3.9755 -0.9211 2.9933
F: 4.6646 -1.5012 3.9874
F: 4.1079 0.4119 3.1417
F: 2.6983 -1.1376 3.3151
H: 6.3042 -4.9189 0.6476
H: 7.3478 -3.5849 0.4492
H: 6.7081 -4.3543 -0.9786
H: 4.3477 -3.7008 -0.2515
H: 5.4195 -2.4482 -0.7572
C: 5.2518 -1.9707 -4.1857
C: 4.2270 -1.3601 -3.1966
O: 3.4877 -2.4229 -2.5519
C: 2.4960 -3.1879 -3.1433
O: 2.3152 -3.1056 -4.3253
C: 1.7394 -4.1330 -2.2141
F: 0.3699 -3.9428 -2.2680
F: 1.7640 -5.4667 -2.5946
F: 2.1857 -4.0605 -0.9731
H: 5.3754 -1.2400 -4.9850
H: 4.7754 -2.8152 -4.6835
H: 6.2391 -2.3043 -3.8662
H: 3.5775 -0.8723 -3.9234
H: 4.5417 -0.5851 -2.4977
C: 0.9595 -0.1177 -10.8618
C: 0.3866 0.6127 -9.6668
O: 1.3573 0.6442 -8.5632
C: 0.9037 0.7187 -7.3106
O: -0.2732 0.7097 -7.0270
C: 1.9306 0.7859 -6.2348
F: 2.0975 2.0199 -5.8020
F: 1.6295 0.0977 -5.1631
F: 3.1042 0.3770 -6.7620
H: 1.0091 -1.1969 -10.7167
H: 1.9874 0.2144 -11.0073
H: 0.3886 0.1792 -11.7415
H: -0.5117 0.0795 -9.3555
H: 0.2414 1.6612 -9.9269
C: -7.0629 -2.8568 0.1174
C: -5.6693 -3.2981 0.5206
O: -5.3259 -2.6608 1.7474
C: -4.0490 -2.8333 2.2347
O: -3.1921 -3.5972 1.8232
C: -3.7180 -1.8933 3.3754
F: -4.4563 -2.1781 4.4713
F: -2.3783 -1.9920 3.7210
F: -4.1233 -0.7015 3.0569
H: -7.0489 -1.8610 -0.3257
H: -7.6325 -2.6885 1.0313
H: -7.5461 -3.5929 -0.5250
H: -4.9524 -3.1550 -0.2879
H: -5.7515 -4.3644 0.7313
C: -1.4300 -4.0581 7.0678
C: -0.0879 -3.5564 6.5456
O: -0.0080 -3.9204 5.1994
C: 1.1239 -3.8170 4.6155
O: 2.1993 -3.5195 5.1209
C: 1.0526 -4.1522 3.1107
F: -0.0534 -4.7502 2.6896
F: 1.3084 -3.0876 2.4228
F: 2.0576 -5.0457 2.9298
H: -1.7393 -4.9456 6.5157
H: -2.1955 -3.2864 6.9874
H: -1.3511 -4.1835 8.1477
H: 0.7704 -3.9245 7.1077
H: -0.0290 -2.4862 6.7442
C: 7.2813 6.7108 -2.5924
C: 6.8006 6.1743 -1.2654
O: 5.3873 6.1589 -1.3592
C: 4.7231 5.0023 -1.9126
O: 5.1554 3.8466 -1.9509
C: 3.4899 5.3657 -2.6879
F: 2.9244 4.2534 -3.1214
F: 2.6447 5.9440 -1.9104
F: 3.7736 6.1073 -3.7271
H: 7.0482 5.9528 -3.3402
H: 8.3502 6.9235 -2.6090
H: 6.7833 7.6105 -2.9539
H: 7.0763 6.8044 -0.4199
H: 7.2063 5.1903 -1.0304
C: -2.7662 -5.9978 -1.9436
C: -2.0579 -6.2721 -0.5969
O: -3.0627 -6.3648 0.3396
C: -2.8303 -6.8351 1.6066
O: -1.6819 -7.1173 1.9624
C: -4.0745 -6.8452 2.5617
F: -5.1013 -6.1141 2.0837
F: -4.4552 -8.1491 2.7399
F: -3.7276 -6.2945 3.7339
H: -2.1830 -6.0485 -2.8630
H: -2.9718 -4.9306 -2.0276
H: -3.7728 -6.4084 -2.0229
H: -1.3308 -5.4853 -0.3960
H: -1.5524 -7.2244 -0.7570
C: -2.2888 -1.3896 -5.0606
C: -3.4830 -0.4944 -5.5683
O: -4.1472 0.1036 -4.4405
C: -4.5708 1.3559 -4.4273
O: -4.2911 2.0852 -5.3816
C: -5.4643 1.7725 -3.2491
F: -6.6394 2.0997 -3.6355
F: -5.6521 0.7631 -2.4084
F: -4.8737 2.7847 -2.5421
H: -1.7518 -1.7834 -5.9235
H: -2.6129 -2.2478 -4.4719
H: -1.5874 -0.7534 -4.5206
H: -4.2358 -1.0654 -6.1119
H: -3.1468 0.1331 -6.3937
C: 2.9808 4.0480 2.3279
C: 2.3551 4.1116 3.7789
O: 3.2153 3.5278 4.6937
C: 2.9666 2.3026 5.1894
O: 2.0445 1.5722 4.7343
C: 3.9362 1.8437 6.3688
F: 3.3359 2.1608 7.5139
F: 4.1127 0.5037 6.2797
F: 5.2025 2.3895 6.3482
H: 2.1787 4.2400 1.6152
H: 3.2190 2.9876 2.2449
H: 3.8228 4.7374 2.2669
H: 1.3301 3.7503 3.6952
H: 2.2028 5.1563 4.0499
C: -1.8391 3.3071 9.4816
C: -2.6454 2.2359 8.7211
O: -2.6149 2.8082 7.3641
C: -2.2421 2.0878 6.3142
O: -2.0587 0.8914 6.3135
C: -2.2572 2.8824 5.0017
F: -1.9721 4.1443 5.2485
F: -1.3434 2.3341 4.1451
F: -3.4836 2.8015 4.5178
H: -2.1683 4.3351 9.3306
H: -0.8560 3.1831 9.0274
H: -1.7916 3.0922 10.5491
H: -3.7086 2.0086 8.7985
H: -2.0509 1.3280 8.8227

## Properties
* lowest unoccupied orbital energy: 0.57 eV
* total energy: -197716.338 eV
* SMILES: CCOC(=O)C(F)(F)F.CCOC(=O)C(F)(F)F.CCOC(=O)C(F)(F)F.CCOC(=O)C(F)(F)F.CCOC(=O)C(F)(F)F.CCOC(=O)C(F)(F)F.CCOC(=O)C(F)(F)F.CCOC(=O)C(F)(F)F.CCOC(=O)C(F)(F)F.CCOC(=O)C(F)(F)F.CCOC(=O)C(F)(F)F.CCOC(=O)C(F)(F)F
* ΔE to the lowest compared entry with this formula, charge and spin: 1.043 eV

=====

# 2
A molecular structure, C48H60GeMoN2PSi4Te. Source: the OMol25 dataset; level of theory: ωB97M-V with the def2-TZVPD basis set.

Cartesian coordinates (Å):
Mo: 0.4125 0.7449 -0.2362
C: 4.6474 1.9145 -1.8550
C: 3.3228 1.5103 -1.3993
N: 2.2860 1.1940 -1.0399
H: 4.6027 2.9336 -2.2324
H: 4.9573 1.2438 -2.6550
H: 5.3496 1.8510 -1.0266
N: -0.3128 1.1504 1.4713
P: 0.4421 2.1977 2.4016
C: -0.0268 1.9986 4.1162
C: -1.2469 1.3902 4.4073
C: -1.6542 1.2633 5.7299
C: -0.8466 1.7378 6.7548
C: 0.3793 2.3271 6.4683
C: 0.7922 2.4541 5.1506
C: 2.2422 2.0287 2.3087
C: 3.0921 3.1245 2.1537
C: 4.4673 2.9320 2.0705
C: 4.9961 1.6496 2.1590
C: 4.1550 0.5542 2.3209
C: 2.7824 0.7445 2.3810
C: 0.1611 3.9311 1.9755
C: 0.0939 4.3101 0.6350
C: -0.0679 5.6425 0.2820
C: -0.1654 6.6139 1.2716
C: -0.1095 6.2479 2.6081
C: 0.0484 4.9134 2.9605
H: -1.8646 1.0173 3.5997
H: -2.6011 0.7924 5.9600
H: -1.1684 1.6427 7.7839
H: 1.0140 2.6817 7.2702
H: 1.7570 2.8980 4.9294
H: 2.6858 4.1273 2.1048
H: 5.1249 3.7846 1.9552
H: 6.0688 1.5034 2.1145
H: 4.5668 -0.4418 2.4090
H: 2.1185 -0.1029 2.4981
H: 0.1270 3.5696 -0.1591
H: -0.1359 5.9183 -0.7623
H: -0.3013 7.6533 1.0003
H: -0.1973 7.0002 3.3815
H: 0.0773 4.6468 4.0069
C: -0.1200 -6.9308 -0.3355
Si: -0.6626 -5.2071 -0.7713
C: -2.3502 -4.8665 -0.0762
C: -0.7168 -5.0148 -2.6177
Si: 0.8289 -3.6383 0.1404
Te: -0.3288 -1.6290 -0.8753
Si: 0.7571 -3.7352 2.4666
C: -0.8186 -2.9426 3.0210
C: 2.2010 -2.9269 3.3057
C: 0.8197 -5.5355 2.9246
Si: 2.8926 -3.6647 -0.9243
C: 4.0374 -2.4318 -0.1403
C: 2.6857 -3.1808 -2.7022
C: 3.6328 -5.3636 -0.8070
H: -0.6520 -7.6545 -0.9617
H: -0.3386 -7.1654 0.7076
H: 0.9517 -7.0757 -0.4915
H: -3.0965 -5.4805 -0.5923
H: -2.6286 -3.8172 -0.2156
H: -2.4024 -5.0920 0.9927
H: -1.4879 -5.6781 -3.0240
H: 0.2355 -5.2764 -3.0861
H: -0.9659 -3.9905 -2.9082
H: -0.8619 -1.9029 2.6782
H: -0.8954 -2.9537 4.1134
H: -1.6885 -3.4619 2.6099
H: 2.1423 -1.8399 3.3050
H: 3.1497 -3.2206 2.8482
H: 2.2180 -3.2574 4.3496
H: -0.0786 -6.0715 2.6111
H: 0.9161 -5.6392 4.0102
H: 1.6802 -6.0293 2.4613
H: 3.6009 -1.4282 -0.1697
H: 4.9885 -2.4157 -0.6846
H: 4.2487 -2.6761 0.9039
H: 2.2854 -2.1667 -2.7808
H: 1.9967 -3.8421 -3.2320
H: 3.6543 -3.2188 -3.2128
H: 3.8030 -5.6518 0.2354
H: 4.5951 -5.3953 -1.3287
H: 2.9801 -6.1158 -1.2586
C: -0.5985 1.3776 -1.4714
Ge: -2.2069 1.6741 -2.5587
C: -3.3687 0.2641 -1.9662
C: -3.7658 -0.7542 -2.8331
C: -4.5182 -1.8268 -2.3600
C: -4.8853 -1.8814 -1.0224
C: -4.5001 -0.8686 -0.1520
C: -3.7371 0.1922 -0.6196
C: -2.9164 3.4344 -2.2457
C: -2.2101 4.5528 -2.7043
C: -2.7099 5.8341 -2.5084
C: -3.9242 6.0106 -1.8544
C: -4.6391 4.9098 -1.4048
C: -4.1376 3.6261 -1.5993
C: -1.7313 1.4642 -4.4120
C: -0.4384 1.1245 -4.8090
C: -0.1328 0.9459 -6.1546
C: -1.1215 1.0977 -7.1157
C: -2.4138 1.4417 -6.7350
C: -2.7173 1.6293 -5.3911
H: -3.4886 -0.7188 -3.8810
H: -4.8119 -2.6204 -3.0356
H: -5.4661 -2.7182 -0.6539
H: -4.7904 -0.9079 0.8908
H: -3.4136 0.9592 0.0770
H: -1.2718 4.4258 -3.2354
H: -2.1610 6.6937 -2.8743
H: -4.3167 7.0084 -1.7032
H: -5.5899 5.0483 -0.9059
H: -4.7090 2.7736 -1.2505
H: 0.3348 0.9874 -4.0612
H: 0.8751 0.6851 -6.4527
H: -0.8867 0.9492 -8.1622
H: -3.1838 1.5651 -7.4858
H: -3.7274 1.9112 -5.1113

## Properties
* lowest unoccupied orbital energy: -3.49 eV
* charge: +1
* total energy: -160191.525 eV
* ΔE to the lowest compared entry with this formula, charge and spin: 0.860 eV

=====

# 3
A molecular structure, C48H60N12 in a non-equilibrium geometry. Source: the OMol25 dataset; level of theory: ωB97M-V with the def2-TZVPD basis set.

Cartesian coordinates (Å):
N: 35.6570 52.9760 28.2520
C: 36.2270 53.8610 27.5040
C: 37.3210 54.3280 28.1890
C: 37.3290 53.6080 29.4810
C: 36.2840 52.7890 29.4430
H: 34.7700 52.4470 28.0340
H: 35.8940 53.9600 26.3570
H: 38.0080 55.0030 27.8560
H: 38.2250 53.5940 30.2790
H: 35.7840 51.9480 29.9570
N: 40.6240 50.4860 27.2390
C: 39.8660 51.6480 27.5470
C: 40.6250 52.3650 28.4230
C: 41.9530 51.6380 28.6370
C: 41.8230 50.4780 27.9400
H: 40.4260 49.6300 26.4620
H: 38.8900 51.6340 27.1260
H: 40.2650 53.0690 28.8370
H: 42.9120 51.9260 29.1820
H: 42.4680 49.6630 27.3970
N: 35.4520 56.6930 19.7860
C: 36.7830 56.5320 19.3670
C: 37.1650 55.3170 19.8240
C: 35.8600 54.7210 20.7230
C: 34.9150 55.6240 20.4880
H: 34.8410 57.6010 19.5710
H: 37.2340 57.5180 18.9770
H: 38.1270 54.9300 19.8970
H: 35.9550 53.7540 21.2200
H: 33.8950 55.6370 20.7690
N: 40.4030 55.0510 23.5240
C: 40.6310 54.0280 24.4180
C: 41.1620 52.9470 23.7580
C: 41.1020 53.3190 22.3360
C: 40.7260 54.5730 22.2330
H: 39.7690 56.1150 23.7670
H: 40.5960 54.3200 25.4230
H: 41.7460 52.1500 24.2520
H: 41.3380 52.5850 21.3660
H: 40.6040 55.1040 21.1480
N: 38.6080 49.4350 24.7110
C: 39.6380 49.5190 23.7420
C: 40.5530 48.6020 24.0870
C: 40.0590 47.8530 25.3630
C: 38.8930 48.3760 25.6570
H: 37.7950 50.0940 24.7310
H: 39.6230 50.3090 23.0290
H: 41.5430 48.2230 23.5790
H: 40.7150 46.9350 26.1510
H: 38.3430 48.0570 26.3730
N: 41.4180 52.2380 18.8870
C: 41.5520 53.2070 18.0720
C: 40.4140 53.4520 17.3790
C: 39.3070 52.6540 18.1020
C: 40.0550 51.9320 18.9700
H: 42.0790 51.9160 19.5680
H: 42.5270 53.7250 17.9520
H: 40.2570 54.1950 16.4200
H: 38.2830 52.5800 17.6010
H: 39.7780 51.0910 19.5180
N: 38.0070 52.7470 23.3060
C: 37.4460 52.1220 22.2730
C: 36.5480 51.1910 22.7970
C: 36.5040 51.4800 24.2310
C: 37.3430 52.5520 24.5170
H: 38.8410 53.3610 23.4060
H: 37.7080 52.3510 21.2270
H: 35.9550 50.3680 22.3460
H: 35.8540 51.0450 24.8920
H: 37.5820 53.0730 25.2890
N: 35.3510 48.9030 19.9100
C: 36.7870 48.9250 20.0140
C: 37.0490 49.4950 18.7460
C: 35.7850 49.8000 17.9760
C: 34.7840 49.4890 18.8930
H: 34.6250 48.6280 20.6920
H: 37.4580 48.4520 20.6090
H: 38.0100 49.7600 18.4690
H: 35.6790 50.1100 16.9120
H: 33.6480 49.4230 18.5170
N: 39.0550 58.0750 23.6300
C: 38.1720 57.1910 23.0090
C: 37.6010 56.5780 24.0200
C: 38.1740 57.0720 25.3690
C: 39.0990 57.9710 25.0010
H: 39.6300 58.7570 23.0900
H: 38.1250 56.9310 21.9720
H: 37.1740 55.6410 24.0280
H: 37.9140 56.7750 26.4400
H: 39.7950 58.6650 25.3000
N: 32.8890 52.9560 19.6240
C: 31.5810 53.4910 19.7480
C: 31.0540 53.0800 20.8920
C: 32.1830 52.2460 21.5230
C: 33.2140 52.1400 20.7080
H: 33.6510 53.2340 18.7980
H: 31.1580 54.1590 18.8230
H: 30.0520 53.2980 21.0280
H: 31.9510 51.8230 22.3990
H: 34.1340 51.6770 20.9640
N: 32.9080 53.1990 26.4480
C: 33.4810 52.0770 25.6990
C: 33.2450 50.9880 26.5410
C: 32.5510 51.4510 27.8250
C: 32.3990 52.7770 27.6840
H: 32.9430 54.0790 26.1580
H: 33.7990 52.0790 24.8010
H: 33.4900 49.9160 26.4540
H: 32.3540 50.8510 28.7020
H: 32.0080 53.3770 28.3430
N: 33.5790 47.3210 21.9470
C: 34.7240 46.9030 22.7320
C: 34.9500 47.9110 23.6150
C: 33.9790 49.0750 23.2550
C: 33.1670 48.5830 22.3380
H: 33.2750 46.7230 20.9830
H: 35.2870 46.1260 22.6020
H: 35.7120 48.0650 24.4330
H: 34.0450 50.1620 23.6150
H: 32.3690 49.0330 21.7960

## Properties
* lowest unoccupied orbital energy: 0.51 eV
* total energy: -68610.354 eV
* ΔE to the lowest compared entry with this formula, charge and spin: 17.075 eV